# 1
DFT (ωB97M-V/def2-TZVPD) results for C4H5NO3 as an isolated structure.

Summary:
Energy relative to the best compared isomer or geometry (same formula, charge and spin) = 99.98 kcal per mole
Frontier orbital gap = 10.71 eV
E = -11857.666 eV
Multiplicity = 1
E_HOMO = -9.92 eV

XYZ file:
```
13
Properties=species:S:1:pos:R:3:forces:R:3
C 0.644188 1.069452 -0.599981 -1.3 -1.1 0.9
C 0.481787 -1.063257 -0.012907 -0.1 -5.1 -4.2
C 0.188364 0.692179 0.824555 -0.3 7.0 1.2
C -1.076920 -1.161929 -0.261787 1.1 -0.5 -1.1
H 1.362421 1.888995 -0.525832 0.3 -0.5 -0.7
H -0.300962 1.332162 -1.091022 0.6 0.4 -0.4
H 1.025038 -2.119806 -0.164389 -1.3 2.4 0.8
H 0.611324 1.501868 1.465697 -0.8 -0.7 0.2
H -1.574363 -1.946166 -0.889604 0.6 0.8 0.8
N -1.822761 -0.246208 0.185233 -0.7 0.0 0.2
O 1.071220 -0.217414 -1.035027 0.3 -0.4 0.9
O 0.579641 -0.489690 1.199185 3.1 -2.6 1.1
O -1.188978 0.759813 0.905881 -1.6 0.4 0.2
```
Positions in Å, forces in eV/Å.



# 2
DFT (ωB97M-V/def2-TZVPD) results for C4H5NO3 in the gas phase.

Summary:
Energy relative to the best compared isomer or geometry (same formula, charge and spin) = 164.50 kcal per mole
Frontier orbital gap = 9.61 eV
E = -11854.868 eV
Multiplicity = 1
SMILES = Cc1cc(=O)n(O)o1
E_HOMO = -9.24 eV

XYZ file:
```
13
Properties=species:S:1:pos:R:3:forces:R:3
C 2.173954 -0.124202 0.017521 3.7 -2.4 -0.3
C 0.569424 -0.241297 -0.134303 0.9 4.3 2.1
C 0.043676 1.055406 -0.035684 1.2 0.3 -3.1
C -1.405611 0.916760 -0.019703 -1.7 -1.5 1.4
O -2.452648 1.492343 0.110085 0.1 2.7 -0.9
N -1.634070 -0.469820 0.211669 1.8 -1.9 1.9
O -2.697253 -1.133294 -0.283175 -0.8 -2.0 -0.1
O -0.367667 -1.189490 0.156707 1.1 -0.3 -1.5
H 2.594206 -0.147599 1.221799 -1.6 0.2 -3.6
H 2.768057 0.809707 -0.583715 -2.6 -2.2 1.9
H 2.837341 -1.032603 -0.530352 -2.2 2.0 1.6
H 0.692097 1.977096 -0.434251 -2.0 -2.2 1.4
H -3.121501 -1.913011 0.303400 2.1 3.0 -0.9
```
Positions in Å, forces in eV/Å.



# 3
DFT (ωB97M-V/def2-TZVPD) results for C4H5NO3 in the gas phase.

Summary:
Energy relative to the best compared isomer or geometry (same formula, charge and spin) = 126.17 kcal per mole
Frontier orbital gap = 7.68 eV
E = -11856.530 eV
Multiplicity = 1
SMILES = O=C/C=C\C(=O)NO
E_HOMO = -9.63 eV

XYZ file:
```
13
Properties=species:S:1:pos:R:3:forces:R:3
O -1.950299 -1.382452 0.162351 2.0 -0.3 0.3
C -2.237775 -0.212290 0.060138 -2.4 -2.1 -0.7
C -1.666698 1.048526 -0.220335 3.3 2.2 2.0
C -0.326660 1.456935 -0.132461 -1.5 -2.1 0.9
C 0.942200 0.638898 0.191184 2.8 -2.1 -2.6
O 2.249067 0.993293 0.231142 -6.3 -0.9 -0.4
N 0.711282 -0.740894 -0.134135 2.4 0.5 1.9
O 1.988017 -1.455915 -0.175702 -1.0 4.3 -0.5
H -3.294548 -0.070721 0.050770 -1.6 0.3 0.4
H -2.538569 1.738881 0.006111 1.8 0.2 -1.3
H -0.192403 2.475925 -0.255398 0.6 1.9 0.0
H -0.054196 -1.343289 0.299266 0.7 1.1 -1.0
H 2.540063 -0.446354 -0.295281 -0.9 -2.9 0.9
```
Positions in Å, forces in eV/Å.



# 4
DFT (ωB97M-V/def2-TZVPD) results for C4H5NO3 in the gas phase.

Summary:
Energy relative to the best compared isomer or geometry (same formula, charge and spin) = 148.42 kcal per mole
Frontier orbital gap = 9.90 eV
E = -11855.565 eV
Multiplicity = 1
SMILES = O=C/C=N/OCC=O
E_HOMO = -10.21 eV

XYZ file:
```
13
Properties=species:S:1:pos:R:3:forces:R:3
O -0.506458 0.081551 3.616737 -2.0 -1.0 -4.8
C -0.705123 -0.152754 2.386715 2.1 2.1 1.7
C 0.468294 -0.661724 1.522079 -0.7 -0.7 -1.2
N 0.059970 -0.596661 0.273730 -1.8 1.1 6.4
O 0.851138 -1.012141 -0.606864 2.2 0.3 -5.0
C 0.286981 -0.419318 -1.831180 2.0 -0.5 -2.1
C 0.213764 1.203474 -2.036151 -5.4 -0.5 -4.1
O -0.694747 1.569501 -2.911712 5.0 -1.8 4.4
H -1.588688 0.256357 1.525152 1.8 -1.2 3.1
H 1.537537 -1.096161 1.812939 -2.6 1.1 -0.4
H -0.605731 -0.947480 -2.068923 -2.0 0.7 1.0
H 0.715971 -0.988383 -2.725849 1.2 1.5 1.0
H 0.738166 2.022924 -1.493507 0.1 -1.0 -0.1
```
Positions in Å, forces in eV/Å.